Entry from the Open Molecules 2025 dataset: a cluster of 11 separate species, C37H103F6N9O10P in total in a non-equilibrium geometry (ωB97M-V/def2-TZVPD).

Properties
- Energy: -3657.35595 Eh
- Net charge: -1
- Molecular weight: 979.25 Da
- HOMO-LUMO gap: 9.11 eV
- Multiplicity: 1

Geometry as XYZ:
```
166
C37H103F6N9O10P | the Open Molecules 2025 dataset | ωB97M-V/def2-TZVPD
P 0.80314 0.39440 0.51378
F 2.07974 0.28178 -0.49624
F 1.84048 0.64031 1.70922
F 0.73592 2.00736 0.28500
F -0.47035 0.54070 1.55074
F -0.16940 0.26648 -0.76293
F 0.72673 -1.21208 0.67721
C 3.53471 3.62944 1.47765
O 3.70800 3.96336 2.85854
H 4.30121 2.96257 1.07602
H 2.57657 3.12213 1.37600
H 3.46725 4.53588 0.87047
H 4.44529 4.58199 2.86794
C 2.25691 -5.56694 0.81046
C 1.55642 -4.96071 -0.37658
C 1.54802 -5.79688 -1.66595
O 2.76886 -6.31525 -2.12558
C 3.11480 -7.59976 -1.66392
N 0.12402 -4.68377 -0.10395
H 3.33642 -5.59165 0.62420
H 1.96675 -6.61152 0.94576
H 2.16306 -4.96458 1.71355
H 2.00894 -3.97075 -0.53123
H 1.04405 -5.20380 -2.43192
H 0.85113 -6.62565 -1.46857
H 4.18917 -7.61181 -1.48967
H 2.85060 -8.35631 -2.41142
H 2.59545 -7.91063 -0.75442
H -0.22175 -4.29722 -0.98398
H 0.15925 -3.82973 0.45293
C -0.87117 -3.22173 3.01918
C -1.90227 -2.13989 3.28112
C -3.00743 -2.57759 4.23709
O -3.90219 -3.44178 3.55933
C -4.94994 -3.93210 4.35554
N -1.18762 -0.95319 3.79353
H -1.31662 -4.12022 2.58019
H -0.29759 -3.51356 3.90044
H -0.20149 -2.85472 2.23968
H -2.35617 -1.81881 2.33763
H -3.58027 -1.66976 4.48328
H -2.68296 -2.97685 5.20532
H -5.39024 -4.82466 3.91961
H -5.64591 -3.11275 4.56686
H -4.53818 -4.25454 5.32459
H -1.25793 -0.29774 3.02047
H -0.20971 -1.21732 3.74881
C 4.14530 -2.71913 2.17029
C 4.87919 -1.39694 2.45573
C 5.25737 -0.75761 1.12030
O 6.29259 -1.50024 0.50046
C 6.10854 -1.81347 -0.86004
N 4.00291 -0.55974 3.28731
H 4.76264 -3.63069 2.19692
H 3.82364 -2.80258 1.12500
H 3.35858 -3.05237 2.84838
H 5.74603 -1.75440 3.01501
H 5.61139 0.25558 1.35517
H 4.40694 -0.65936 0.44013
H 7.01339 -2.33810 -1.15808
H 6.01981 -0.89995 -1.46055
H 5.21586 -2.41273 -1.06339
H 3.28108 -0.22651 2.64713
H 4.55171 0.26380 3.53232
C 1.02887 -2.63407 -6.69437
C 1.73035 -2.59605 -5.34680
C 0.70668 -2.67360 -4.20284
O 1.28340 -2.68346 -2.92120
C 2.26101 -1.66603 -2.66753
N 2.72996 -3.65952 -5.33123
H 1.62009 -2.49859 -7.59051
H 0.27540 -1.83146 -6.60966
H 0.34026 -3.48491 -6.74413
H 2.28280 -1.65524 -5.26463
H 0.06525 -3.54811 -4.34097
H 0.02638 -1.82088 -4.34434
H 2.42652 -1.72417 -1.59733
H 1.89628 -0.66633 -2.90527
H 3.16236 -1.93380 -3.22207
H 2.30976 -4.57745 -5.22063
H 3.31316 -3.52076 -4.50888
C -0.65722 4.78561 -4.25218
C -0.42678 3.61166 -3.31963
C 0.69213 2.63150 -3.68734
O 0.40992 2.14373 -4.98488
C 1.44476 1.40317 -5.56087
N -0.10977 4.14434 -1.97163
H 0.14911 5.51890 -4.29298
H -1.55324 5.34941 -3.97621
H -0.88238 4.48757 -5.28231
H -1.36802 3.06509 -3.18634
H 0.71656 1.77350 -3.00674
H 1.64162 3.18178 -3.65135
H 1.56700 0.41115 -5.10705
H 2.37604 1.97567 -5.45602
H 1.29980 1.20063 -6.62302
H 0.49559 3.50041 -1.47487
H -1.00153 4.17370 -1.48936
C -3.98805 7.33873 2.54056
C -2.78654 6.60820 3.15566
C -1.93109 5.93737 2.09697
O -0.84556 5.30902 2.76335
C -0.23352 4.35870 1.94425
N -2.03690 7.59199 3.96733
H -3.77033 8.24764 1.97697
H -4.64398 7.65034 3.35727
H -4.57881 6.69386 1.87837
H -3.10514 5.79345 3.81024
H -1.53118 6.69445 1.40462
H -2.47551 5.20189 1.49772
H 0.47838 4.64334 1.16218
H -0.96874 3.69877 1.46629
H 0.28149 3.60559 2.54340
H -2.66624 8.15300 4.53344
H -1.72771 8.29214 3.28999
C 1.19949 1.88969 4.98118
C 1.46200 3.17772 5.72775
C 2.69509 3.06346 6.60737
O 2.85941 4.30141 7.29105
C 3.98927 4.34247 8.13903
N 1.46215 4.37024 4.78693
H 0.19751 1.70275 4.59355
H 1.33286 1.06197 5.69263
H 1.90649 1.70303 4.16618
H 0.59559 3.27917 6.39354
H 3.63487 2.85216 6.08216
H 2.52458 2.23293 7.30297
H 3.81033 5.20749 8.78221
H 4.90158 4.56906 7.58510
H 4.03129 3.48132 8.80728
H 1.60015 3.84126 3.92512
H 2.46527 4.58013 4.85489
C -4.99002 -5.03864 -5.21512
C -4.27929 -3.73691 -4.96169
C -3.34282 -3.71476 -3.76291
O -2.75145 -2.44504 -3.56464
C -2.00692 -2.43298 -2.35130
N -3.47573 -3.45738 -6.17136
H -5.71139 -4.90316 -6.02223
H -5.59572 -5.38197 -4.36857
H -4.31876 -5.87771 -5.40121
H -5.01495 -2.93643 -4.81865
H -2.55183 -4.46504 -3.89294
H -3.87384 -4.03150 -2.85682
H -1.21302 -3.18034 -2.38218
H -2.65245 -2.58842 -1.48096
H -1.63602 -1.40858 -2.34383
H -4.03433 -3.57287 -7.00512
H -3.08861 -2.52299 -6.12975
C -3.79593 0.63022 -0.27876
C -3.59312 1.89370 -1.04237
C -4.78033 2.84365 -0.98161
O -5.92005 2.16541 -1.55269
C -6.75716 3.07153 -2.22735
N -2.43194 2.65638 -0.48964
H -4.40968 -0.08472 -0.83937
H -4.35850 0.72003 0.65831
H -2.84446 0.15435 -0.03645
H -3.36833 1.64217 -2.08279
H -4.58286 3.75436 -1.54546
H -5.00669 3.03207 0.07244
H -7.00725 3.94040 -1.60138
H -7.65517 2.53517 -2.52240
H -6.28049 3.56146 -3.08771
H -2.49755 2.54481 0.51884
H -1.63455 2.08990 -0.77259
```